(1)
Density functional theory data (the ωB97M-V functional and the def2-TZVPD basis) for one molecule with the formula C4H8O2S2 in a non-equilibrium geometry.

```
16
C4H8O2S2, DFT the ωB97M-V functional and the def2-TZVPD basis
C -2.678 -1.103 -0.221
O -1.383 -0.626 -0.540
C -1.235 0.714 -0.109
S 0.266 1.487 -0.652
C 1.226 0.404 0.480
O 0.725 -0.190 1.392
C 2.833 0.516 0.499
S 3.627 -0.729 -0.653
H -2.900 -1.477 0.813
H -3.493 -0.404 -0.699
H -2.670 -2.043 -0.897
H -1.947 1.454 -0.484
H -1.227 0.751 0.952
H 3.208 1.566 0.215
H 2.995 0.230 1.547
H 2.654 -0.549 -1.643
```

Its charge is 0. Its SMILES is COCSC(=O)CS. As for the LUMO energy: 0.52 eV. The value obtained for the HOMO energy is -9.281 eV. The calculation puts the energy above the lowest of the compared OMol25 structures with the same formula, charge and spin at 55.60 kcal per mole. The calculation puts the largest force on an atom at 3.605 eV/Å. As for the HOMO-LUMO gap: 9.805 eV. The spin multiplicity is 1. For the total energy, the calculation gives -30041.380 eV.

---

(2)
Density functional theory data (the ωB97M-V functional and the def2-TZVPD basis) for one molecule with the formula C23H31N3O4S.

```
62
C23H31N3O4S, DFT the ωB97M-V functional and the def2-TZVPD basis
O -3.626 -2.965 -4.376
C -3.011 -3.046 -3.356
C -3.553 -2.885 -1.954
C -2.401 -2.546 -1.018
C -2.014 -1.080 -1.200
O -2.342 -0.455 -2.191
N -1.251 -0.526 -0.226
C -0.936 -1.145 1.042
C -2.135 -1.131 2.028
C -1.743 -0.688 3.440
C -1.282 -2.007 4.055
C -2.262 -2.996 3.425
O -2.666 -2.441 2.179
C -0.742 0.817 -0.467
C 0.781 0.772 -0.696
O 1.469 -0.154 -0.320
N 1.240 1.866 -1.328
C 2.636 2.088 -1.693
C 3.132 1.010 -2.660
C 4.576 1.289 -3.061
C 5.471 1.343 -1.826
C 4.974 2.410 -0.855
C 3.530 2.131 -0.452
C -1.125 1.748 0.656
C -0.215 2.171 1.619
C -0.668 2.986 2.646
N -1.923 3.380 2.765
C -2.788 2.982 1.847
C -2.445 2.173 0.777
C -1.223 -3.414 -1.466
S -1.290 -3.463 -3.291
H -4.322 -2.113 -1.965
H -4.013 -3.835 -1.670
H -2.668 -2.753 0.019
H -0.089 -0.605 1.465
H -0.618 -2.179 0.893
H -2.929 -0.504 1.607
H -2.622 -0.313 3.965
H -0.979 0.085 3.443
H -0.260 -2.230 3.746
H -1.334 -2.013 5.141
H -3.155 -3.121 4.049
H -1.820 -3.980 3.246
H -1.229 1.143 -1.397
H 0.570 2.556 -1.627
H 2.673 3.062 -2.192
H 2.489 0.986 -3.542
H 3.065 0.041 -2.165
H 4.924 0.509 -3.740
H 4.630 2.243 -3.591
H 6.500 1.560 -2.121
H 5.459 0.371 -1.330
H 5.605 2.429 0.035
H 5.036 3.392 -1.330
H 3.171 2.906 0.231
H 3.469 1.167 0.055
H 0.821 1.873 1.573
H 0.007 3.337 3.415
H -3.803 3.332 1.979
H -3.182 1.874 0.047
H -0.253 -3.009 -1.184
H -1.315 -4.436 -1.095
```

Its charge is 0. Its SMILES is O=C1C[C@H](C(=O)N(C[C@@H]2CCCO2)[C@H](C(=O)NC2CCCCC2)c2ccncc2)CS1. As for the LUMO energy: 0.53 eV. The value obtained for the HOMO energy is -9.028 eV. The calculation puts the energy above the lowest of the compared OMol25 structures with the same formula, charge and spin at 13.40 kcal per mole. The calculation puts the largest force on an atom at 0.693 eV/Å. As for the HOMO-LUMO gap: 9.560 eV. The spin multiplicity is 1. For the total energy, the calculation gives -47851.295 eV.

---

(3)
Density functional theory data (the ωB97M-V functional and the def2-TZVPD basis) for C30H37Br4N5O9Sr as an isolated structure in a non-equilibrium geometry.

```
86
C30H37Br4N5O9Sr, DFT the ωB97M-V functional and the def2-TZVPD basis
N -2.137 1.282 3.142
H -2.947 0.755 3.464
H -2.482 2.217 2.881
H -1.639 0.840 2.316
H -1.581 1.464 3.982
Sr -1.765 -2.605 2.750
C 1.194 0.052 0.874
C -0.115 -0.650 0.503
O -1.179 -0.602 1.406
H 1.766 0.330 -0.009
H 1.809 -0.604 1.501
H 1.008 0.963 1.450
H 0.110 -1.725 0.373
H -0.366 -0.308 -0.514
Br 6.721 0.019 2.435
C 4.808 0.492 2.211
C 3.996 0.291 3.504
Br 4.499 1.652 4.823
H 4.529 0.091 1.239
H 4.686 1.561 2.015
H 4.235 -0.690 3.902
H 2.944 0.316 3.225
Br -4.489 2.197 0.252
C -4.158 0.306 -0.145
C -5.076 -0.136 -1.317
Br -6.897 0.302 -1.029
H -4.377 -0.277 0.746
H -3.095 0.208 -0.356
H -5.019 -1.172 -1.644
H -4.676 0.420 -2.169
C 4.923 -3.539 4.527
C 3.675 -3.075 4.934
C 2.594 -3.239 4.069
C 2.859 -3.704 2.765
C 4.106 -4.128 2.387
C 5.152 -4.128 3.300
N 1.740 -3.799 1.826
O 1.993 -3.833 0.641
O 0.572 -3.742 2.243
H 5.724 -3.515 5.256
H 3.548 -2.665 5.925
H 1.581 -3.055 4.394
H 4.352 -4.393 1.366
H 6.122 -4.543 3.072
C -0.797 1.053 -3.263
C 0.046 1.280 -4.334
C 0.118 2.567 -4.862
C -0.582 3.606 -4.291
C -1.330 3.405 -3.124
C -1.493 2.102 -2.657
N -0.639 4.922 -4.925
O -0.328 4.984 -6.089
O -1.210 5.816 -4.351
H -0.946 0.026 -2.951
H 0.600 0.470 -4.785
H 0.403 2.688 -5.902
H -1.933 4.165 -2.650
H -2.082 1.744 -1.821
C -0.447 -4.781 -4.077
C -0.225 -5.987 -3.431
C -0.316 -6.041 -2.045
C -0.816 -4.953 -1.342
C -1.179 -3.768 -2.021
C -0.862 -3.677 -3.346
N -1.143 -5.108 0.036
O -0.964 -6.147 0.612
O -1.662 -4.134 0.620
H -0.384 -4.711 -5.154
H 0.036 -6.854 -4.020
H -0.003 -6.956 -1.561
H -1.535 -2.947 -1.417
H -0.953 -2.730 -3.864
C -2.049 6.920 -0.948
C -0.673 6.623 -0.968
C -0.196 5.528 -0.259
C -1.068 4.578 0.255
C -2.405 4.884 0.308
C -2.862 6.101 -0.185
N -0.476 3.312 0.749
O -1.166 2.720 1.581
O 0.639 2.977 0.448
H -2.356 7.802 -1.490
H 0.058 7.163 -1.551
H 0.844 5.229 -0.322
H -3.004 4.191 0.879
H -3.907 6.309 0.003
```

Its charge is +2. As for the LUMO energy: -7.16 eV. The value obtained for the HOMO energy is -13.588 eV. The calculation puts the energy above the lowest of the compared OMol25 structures with the same formula, charge and spin at 0.00 kcal per mole. The calculation puts the largest force on an atom at 2.612 eV/Å. As for the HOMO-LUMO gap: 6.425 eV. The spin multiplicity is 1. For the total energy, the calculation gives -338568.740 eV.

---

(4)
Density functional theory data (the ωB97M-V functional and the def2-TZVPD basis) for one molecule with the formula C4H10N2O in a non-equilibrium geometry.

```
17
C4H10N2O, DFT the ωB97M-V functional and the def2-TZVPD basis
C 0.320 1.684 1.306
C -0.692 0.568 0.963
C 0.078 -0.520 0.141
N -0.668 -1.779 0.111
C 0.275 -0.035 -1.309
N 1.081 -0.758 -2.155
O -0.186 1.006 -1.731
H -0.346 2.404 1.808
H 0.823 2.007 0.395
H 1.051 1.367 2.049
H -1.116 -0.073 1.747
H -1.636 0.809 0.502
H 1.082 -0.673 0.569
H -0.804 -2.256 0.984
H -1.579 -1.524 -0.258
H 1.266 -1.733 -1.999
H 1.052 -0.492 -3.124
```

Its charge is 0. Its SMILES is CC[C@@H](N)C(N)=O. As for the LUMO energy: 1.02 eV. The value obtained for the HOMO energy is -9.346 eV. The calculation puts the energy above the lowest of the compared OMol25 structures with the same formula, charge and spin at 23.58 kcal per mole. The calculation puts the largest force on an atom at 2.837 eV/Å. As for the HOMO-LUMO gap: 10.367 eV. The spin multiplicity is 1. For the total energy, the calculation gives -9337.965 eV.

---

(5)
Density functional theory data (the ωB97M-V functional and the def2-TZVPD basis) for a 8-piece molecular cluster, C22H36N6O2S2 overall in a non-equilibrium geometry.

```
68
C22H36N6O2S2, DFT the ωB97M-V functional and the def2-TZVPD basis
C -2.466 5.605 1.340
S -2.186 5.337 -0.384
O -2.531 3.908 -0.600
C -3.706 6.150 -1.056
H -1.895 6.459 1.705
H -2.131 4.733 1.902
H -3.548 5.715 1.401
H -4.192 5.432 -1.717
H -3.530 6.969 -1.754
H -4.437 6.415 -0.292
C 2.390 0.615 2.840
S 1.856 -1.104 2.481
O 1.204 -1.089 1.097
C 3.530 -1.888 2.191
H 2.816 0.758 3.833
H 1.370 0.993 2.771
H 2.903 0.997 1.957
H 3.975 -1.489 1.280
H 3.646 -2.967 2.084
H 4.081 -1.406 2.999
C -0.060 -3.946 -3.401
C 0.319 -3.626 -4.797
N 0.627 -3.382 -5.920
H -1.031 -4.424 -3.528
H -0.038 -3.050 -2.781
H 0.613 -4.637 -2.894
C -3.557 -3.698 -1.257
C -4.734 -3.886 -0.433
N -5.629 -4.038 0.268
H -3.440 -2.630 -1.444
H -3.602 -4.153 -2.246
H -2.667 -4.020 -0.717
C -0.192 1.220 -0.375
C -0.631 -0.031 -1.016
N -0.990 -1.000 -1.556
H -0.665 2.092 -0.827
H 0.890 1.340 -0.316
H -0.500 1.225 0.670
N 1.843 -3.288 -0.773
C 2.801 -3.632 -1.621
C 3.193 -4.960 -1.369
C 2.456 -5.343 -0.272
C 1.627 -4.299 0.125
H 1.371 -2.399 -0.688
H 3.276 -3.007 -2.363
H 3.791 -5.655 -1.939
H 2.528 -6.351 0.108
H 0.925 -4.170 0.936
N 4.313 2.015 -0.916
C 4.129 3.344 -1.162
C 2.999 3.587 -1.989
C 2.391 2.369 -2.106
C 3.143 1.459 -1.361
H 4.997 1.461 -0.421
H 4.999 3.939 -0.929
H 2.611 4.539 -2.319
H 1.400 2.121 -2.456
H 3.184 0.380 -1.383
N -3.331 1.887 3.470
C -3.963 0.690 3.818
C -3.219 -0.343 3.200
C -2.048 0.219 2.571
C -2.258 1.573 2.685
H -3.644 2.818 3.706
H -4.926 0.727 4.305
H -3.563 -1.366 3.184
H -1.189 -0.247 2.110
H -1.702 2.433 2.341
```

Its charge is 0. As for the LUMO energy: 0.13 eV. The value obtained for the HOMO energy is -8.067 eV. The calculation puts the largest force on an atom at 4.643 eV/Å. As for the HOMO-LUMO gap: 8.197 eV. The spin multiplicity is 1. For the total energy, the calculation gives -58098.546 eV.

---

(6)
Density functional theory data (the ωB97M-V functional and the def2-TZVPD basis) for a 2-piece molecular cluster, C4H11NO2 overall in a non-equilibrium geometry.

```
18
C4H11NO2, DFT the ωB97M-V functional and the def2-TZVPD basis
C 1.140 -0.536 -1.654
C 0.154 0.331 -0.883
C 0.359 0.382 0.632
N 1.607 1.059 0.969
C -0.861 1.042 1.290
O -1.962 1.042 0.802
H 1.407 -1.462 -1.127
H 2.108 -0.051 -1.784
H 0.728 -0.860 -2.607
H -0.846 -0.061 -1.072
H 0.178 1.351 -1.278
H 0.363 -0.641 1.035
H 2.040 1.442 0.138
H 2.282 0.453 1.397
H -0.706 1.278 2.354
O -2.564 -1.697 0.256
H -3.046 -2.227 0.859
H -2.381 -0.846 0.673
```

Its charge is 0. Its SMILES is CC[C@@H](N)C=O.O. As for the LUMO energy: 0.71 eV. The value obtained for the HOMO energy is -9.468 eV. The calculation puts the energy above the lowest of the compared OMol25 structures with the same formula, charge and spin at 29.33 kcal per mole. The calculation puts the largest force on an atom at 1.491 eV/Å. As for the HOMO-LUMO gap: 10.175 eV. The spin multiplicity is 1. For the total energy, the calculation gives -9910.970 eV.

---

(7)
Density functional theory data (the ωB97M-V functional and the def2-TZVPD basis) for a 2-piece molecular cluster, C3H7NO overall in a non-equilibrium geometry.

```
12
C3H7NO, DFT the ωB97M-V functional and the def2-TZVPD basis
N 3.166 -3.521 3.180
C 2.076 -3.883 2.449
O 0.999 -3.362 2.362
H 3.467 -2.598 3.416
H 3.916 -4.188 3.105
H 2.332 -4.760 1.822
C -2.580 3.149 -2.370
C -2.736 4.302 -2.991
H -1.918 2.449 -2.852
H -3.033 2.904 -1.415
H -2.330 4.373 -3.996
H -3.358 5.136 -2.710
```

Its charge is 0. Its SMILES is NC=O.C=C. As for the LUMO energy: 0.91 eV. The value obtained for the HOMO energy is -10.127 eV. The calculation puts the energy above the lowest of the compared OMol25 structures with the same formula, charge and spin at 39.57 kcal per mole. The calculation puts the largest force on an atom at 1.024 eV/Å. As for the HOMO-LUMO gap: 11.032 eV. The spin multiplicity is 1. For the total energy, the calculation gives -6761.035 eV.

---

(8)
Density functional theory data (the ωB97M-V functional and the def2-TZVPD basis) for one molecule with the formula C5H13NS in a non-equilibrium geometry.

```
20
C5H13NS, DFT the ωB97M-V functional and the def2-TZVPD basis
C 0.671 -0.478 -2.396
N 0.373 -0.865 -0.961
C 0.787 0.113 0.114
C 1.392 1.401 -0.345
C -0.516 0.385 0.957
C -1.126 -0.829 1.605
S -2.594 -0.310 2.561
H 1.738 -0.332 -2.535
H 0.052 -1.193 -2.930
H 0.150 0.476 -2.593
H -0.628 -0.687 -1.003
H 1.397 -0.484 0.801
H 2.089 1.402 -1.180
H 0.601 2.151 -0.486
H 1.956 1.785 0.511
H -0.262 1.163 1.686
H -1.221 0.726 0.187
H -1.424 -1.511 0.802
H -0.424 -1.378 2.234
H -3.013 -1.535 2.972
```

Its charge is 0. Its SMILES is CN[C@@H](C)CCS. As for the LUMO energy: 0.98 eV. The value obtained for the HOMO energy is -8.967 eV. The calculation puts the energy above the lowest of the compared OMol25 structures with the same formula, charge and spin at 26.77 kcal per mole. The calculation puts the largest force on an atom at 2.480 eV/Å. As for the HOMO-LUMO gap: 9.948 eV. The spin multiplicity is 1. For the total energy, the calculation gives -17720.090 eV.